Molecular formula: C8H16Ag2BBr8F4
Method: DFT, wB97M-V/def2-TZVPD

## Properties
E_tot = -588424.6764 eV

The geometry in ORCA input format:
```
! RIJCOSX wB97M-V def2-TZVPD def2/J DEFGRID3
* xyz 1 1
Ag -0.73983 -3.59108 -0.75863
Ag -0.05059 -1.36000 -2.61850
B -0.27726 -0.75129 -0.39003
F 0.92980 -0.74187 -1.16985
F -0.09645 -0.23314 0.85398
F -1.27338 -0.08569 -0.99583
F -0.69774 -2.09169 -0.16387
Br 2.61089 1.41366 -4.71101
C 1.91849 -0.48170 -4.40377
C 2.52386 -1.11749 -3.16052
Br 1.74280 -2.92777 -2.70291
H 2.27138 -0.97329 -5.31036
H 0.84694 -0.28571 -4.44203
H 2.35924 -0.43030 -2.33060
H 3.61312 -1.08209 -3.17930
Br -0.95715 -2.06199 3.51583
C -2.51131 -0.96056 3.08442
C -3.02478 -1.02499 1.63710
Br -4.73728 -0.01097 1.45078
H -2.24774 0.06614 3.33843
H -3.35387 -1.31864 3.67602
H -3.11277 -2.03167 1.22851
H -2.32261 -0.60627 0.91618
Br 0.02778 0.91180 -3.09045
C 1.02994 2.34025 -1.96832
C 0.90286 2.01809 -0.42111
Br 1.98811 3.26442 0.66652
H 0.64657 3.34881 -2.12303
H 2.05874 2.27413 -2.32229
H 1.23668 1.00207 -0.21045
H -0.12675 1.99319 -0.06421
Br 1.15779 -0.80958 4.37832
C -0.04372 0.73223 4.02288
C -0.32860 0.68463 2.55832
Br -1.42230 2.20368 2.05044
H 0.53752 1.61337 4.29465
H -0.93007 0.60215 4.64381
H -0.77057 -0.24173 2.19140
H 0.62227 0.75099 2.02960
*
```